Molecular formula: C15H60N10O15
Method: DFT, ωB97M-V with the def2-TZVPD basis set

```
100
Properties=species:S:1:pos:R:3
O -11.259 2.217 -6.777
O -14.912 -2.553 -12.228
O -13.715 -4.282 -8.359
O -14.580 3.320 -3.130
O -16.222 4.391 -6.650
O -13.722 4.495 -7.992
O -15.309 1.811 -13.289
O -18.280 1.742 -11.189
O -12.192 -1.816 -4.123
O -11.201 -0.266 -8.693
O -15.264 5.687 -10.594
O -18.397 -1.625 -9.200
O -12.444 2.636 -9.506
O -15.978 -0.056 -8.319
O -19.344 0.663 -6.397
N -18.626 1.524 -4.525
N -9.657 3.611 -6.289
N -14.585 1.570 -8.002
N -13.522 -0.461 -5.322
N -11.385 -0.225 -5.471
N -17.148 4.784 -11.335
N -15.519 3.532 -10.673
N -17.228 0.532 -5.650
N -14.300 0.280 -9.739
N -9.738 2.819 -8.254
C -18.789 1.325 -9.983
C -17.369 4.084 -7.313
C -12.952 5.518 -7.403
C -14.265 -3.470 -13.119
C -18.512 0.837 -5.578
C -14.983 0.570 -8.643
C -14.139 0.966 -13.169
C -12.001 2.883 -10.834
C -17.516 -2.686 -9.616
C -12.373 -0.909 -4.963
C -10.276 -0.191 -9.737
C -10.309 2.872 -7.095
C -13.888 3.378 -4.283
C -15.908 4.704 -10.895
C -13.296 -3.041 -8.820
H -15.687 -2.083 -12.543
H -8.971 3.452 -8.430
H -13.773 -4.195 -7.404
H -19.453 2.056 -4.293
H -13.984 -2.250 -8.517
H -17.150 -3.161 -8.705
H -12.695 3.513 -11.390
H -14.688 -0.379 -10.399
H -17.195 3.849 -8.363
H -14.288 -0.009 -13.633
H -18.172 -3.309 -10.223
H -17.800 3.162 -6.923
H -11.651 0.579 -6.022
H -13.738 2.037 -8.294
H -19.037 1.895 -11.758
H -13.476 -2.934 -13.646
H -9.635 -1.071 -9.787
H -16.162 2.772 -10.845
H -13.796 -4.238 -12.504
H -15.804 1.436 -14.021
H -16.517 0.801 -4.985
H -16.881 0.239 -6.552
H -10.040 2.088 -8.882
H -14.386 4.060 -4.971
H -17.742 5.599 -11.397
H -9.831 3.498 -5.301
H -12.264 -2.804 -8.561
H -17.894 1.440 -3.835
H -13.469 0.853 -9.772
H -15.219 1.765 -7.240
H -11.504 0.609 -8.440
H -12.858 3.701 -4.129
H -14.433 4.306 -7.376
H -18.099 4.893 -7.337
H -17.974 0.687 -9.640
H -10.806 -0.013 -10.672
H -13.607 0.165 -6.110
H -10.415 -0.411 -5.258
H -11.925 5.311 -7.704
H -19.754 0.826 -10.077
H -15.397 2.823 -3.217
H -9.583 0.637 -9.583
H -17.831 -1.011 -8.727
H -16.703 -2.301 -10.231
H -9.139 4.439 -6.549
H -18.761 2.094 -9.211
H -12.346 3.460 -9.023
H -13.229 -3.215 -9.894
H -12.027 1.934 -11.370
H -16.562 4.787 -5.845
H -17.576 3.891 -11.530
H -13.455 1.466 -13.854
H -13.728 0.950 -12.159
H -14.327 -1.042 -5.136
H -13.207 6.563 -7.576
H -13.753 2.403 -4.751
H -11.051 3.399 -10.969
H -14.616 3.256 -10.315
H -14.900 -3.926 -13.878
H -12.858 5.226 -6.357
```

Energy = -62138.781 eV
Lowest unoccupied orbital energy = -0.032 eV
HOMO-LUMO gap = 8.97 eV
HOMO energy = -9.01 eV
Total charge = 0